The molecule C26H23BF3NO2 at a distorted geometry, computed with wB97M-V/def2-TZVPD.

Last column: Löwdin charge in e.
Cartesian coordinates (Å):
C1 2.083 5.316 3.485  -0.12
C2 1.223 5.164 2.219  -0.10
C3 0.893 3.707 2.211  -0.14
C4 1.478 3.135 3.357  -0.23
O1 2.173 4.008 4.130  -0.01
C5 1.331 1.776 3.626  0.02
C6 0.670 0.987 2.695  -0.01
C7 0.171 1.511 1.483  -0.17
C8 -0.324 0.626 0.315  -0.10
C9 -0.608 -0.775 0.741  -0.26
C10 -1.924 -1.114 1.053  0.02
C11 -2.216 -2.439 1.319  -0.15
C12 -1.168 -3.379 1.401  -0.22
O2 -1.597 -4.653 1.617  -0.02
C13 -3.069 -4.608 1.665  -0.11
C14 -3.512 -3.147 1.485  -0.10
C15 0.175 -3.002 1.265  0.03
C16 0.433 -1.692 0.901  -0.03
C17 0.225 2.898 1.291  0.02
H1 3.105 5.648 3.246  0.13
H2 1.642 6.023 4.200  0.12
H3 0.316 5.773 2.286  0.12
H4 1.769 5.489 1.327  0.12
H5 1.800 1.358 4.512  0.12
H6 0.634 -0.085 2.900  0.12
H7 -1.269 1.046 -0.044  0.13
H8 -2.759 -0.407 0.965  0.14
H9 -3.433 -5.253 0.855  0.12
H10 -3.379 -5.020 2.635  0.12
H11 -4.055 -2.774 2.361  0.12
H12 -4.183 -3.040 0.622  0.12
H13 0.949 -3.759 1.344  0.12
H14 1.445 -1.348 0.663  0.14
H15 -0.177 3.368 0.385  0.14
C18 2.332 -0.838 -4.250  0.00
N1 1.384 -0.517 -3.213  -0.02
C19 1.643 0.108 -2.008  0.05
B1 3.117 0.807 -1.839  -1.04
F1 3.104 1.548 -0.639  0.10
F2 3.978 -0.302 -1.789  0.10
F3 3.373 1.639 -2.943  0.11
C20 0.450 0.240 -1.221  -0.04
C21 -0.596 -0.317 -2.115  -0.10
C22 0.031 -0.841 -3.289  -0.14
C23 -0.616 -1.652 -4.216  -0.01
C24 -1.976 -1.901 -4.018  -0.08
C25 -2.655 -1.294 -2.935  -0.08
C26 -1.985 -0.469 -2.030  -0.03
H16 1.861 -1.478 -4.999  0.08
H17 2.716 0.039 -4.786  0.11
H18 3.199 -1.370 -3.848  0.10
H19 0.673 1.361 -0.612  0.25
H20 -0.089 -2.137 -5.039  0.10
H21 -2.544 -2.561 -4.681  0.10
H22 -3.719 -1.479 -2.792  0.10
H23 -2.523 0.074 -1.250  0.10

As for the HOMO energy: -8.22 eV. As for the calculated total energy: -1534.2996 Eh.